1.
{
  "formula": "C2H6Cl4Si2",
  "method": "the ωB97M-V functional and the def2-TZVPD basis",
  "e_tot_ha": -2499.7898,
  "homo_lumo_gap_ha": 0.4035,
  "fmax_ha_per_bohr": 0.033,
  "e_lumo_ev": 0.38,
  "relative_energy_kj_mol": 0.00,
  "charge": 0,
  "elements": ["Cl", "Cl", "Cl", "Cl", "Si", "Si", "C", "C", "H", "H", "H", "H", "H", "H"],
  "xyz": [[-1.77140, 1.58472, -1.15137], [0.01178, 1.89012, 2.69177], [2.46320, -0.04982, 1.91673], [2.37323, 2.96445, 0.49848], [-0.31975, 0.28311, -0.41669], [1.17548, 1.32158, 1.04310], [-1.16076, -0.94258, 0.72265], [0.20202, -0.72480, -1.85137], [-2.08758, -1.40818, 0.32732], [1.01056, -1.38727, -1.52010], [0.59940, -0.12389, -2.66003], [-1.39626, -0.35851, 1.62516], [-0.47867, -1.71914, 1.01057], [-0.62125, -1.32979, -2.23621]],
  "atomic_forces_ev_per_a": [[0.36, 0.14, 0.32], [0.26, 0.05, -0.72], [-0.21, 0.09, -0.50], [-0.77, -0.88, 0.09], [-1.44, -0.84, -0.24], [0.70, 0.87, 1.04], [-0.68, 0.97, 0.40], [1.09, -0.03, -0.36], [0.58, 0.46, 0.05], [-0.12, -0.09, -0.11], [0.07, 0.09, -0.28], [-0.25, -0.47, -0.05], [0.46, -0.47, 0.15], [-0.04, 0.12, 0.20]]
}

---

2.
{
  "formula": "C18H30O13S",
  "method": "the ωB97M-V functional and the def2-TZVPD basis",
  "e_tot_ha": -2080.0646,
  "homo_lumo_gap_ha": 0.3413,
  "fmax_ha_per_bohr": 0.128,
  "e_lumo_ev": 0.00,
  "relative_energy_kj_mol": 385.41,
  "charge": 0,
  "elements": ["S", "O", "O", "O", "O", "O", "O", "O", "O", "O", "O", "O", "O", "O", "C", "C", "C", "C", "C", "C", "C", "C", "C", "C", "C", "C", "C", "C", "C", "C", "C", "C", "H", "H", "H", "H", "H", "H", "H", "H", "H", "H", "H", "H", "H", "H", "H", "H", "H", "H", "H", "H", "H", "H", "H", "H", "H", "H", "H", "H", "H", "H"],
  "xyz": [[0.56107, -18.26471, 14.44502], [2.41176, -26.76190, 11.27353], [0.85582, -21.71949, 21.17819], [3.41803, -27.60162, 12.96601], [2.82970, -21.84586, 20.02962], [-1.46315, -13.97091, 8.35582], [-3.24964, -15.01160, 9.06770], [-2.88726, -12.82079, 9.56891], [2.93186, -29.03225, 11.36093], [2.47522, -23.17420, 21.68463], [4.64382, -11.89869, 21.24701], [6.07183, -11.19457, 19.71893], [0.72336, -19.73956, 14.70813], [4.80411, -12.96940, 19.24955], [-0.88223, -12.76999, 8.72854], [3.67424, -23.71563, 21.04322], [4.98997, -12.40663, 17.99614], [2.00804, -22.17391, 21.03061], [5.21443, -22.10671, 19.56932], [4.64735, -25.69492, 13.79359], [5.05876, -11.98734, 20.12012], [3.23986, -26.27345, 13.42706], [-2.55968, -13.99272, 9.02627], [-1.33180, -12.18313, 11.31199], [-0.48737, -17.79469, 15.95674], [3.83283, -22.76226, 19.88507], [2.54503, -25.65968, 12.15762], [2.94025, -27.88120, 11.81620], [3.85540, -11.59153, 17.25768], [-1.74285, -12.07478, 9.85007], [-0.81158, -18.10700, 13.24391], [6.22678, -11.55852, 18.31127], [-1.23002, -18.56529, 16.16345], [3.46613, -24.74111, 20.73796], [-0.58165, -18.44183, 12.23242], [0.22667, -17.92487, 16.76995], [-0.25051, -12.15553, 11.44670], [5.17879, -13.25709, 17.34104], [-1.54440, -17.33240, 13.46992], [6.35517, -10.67128, 17.69125], [5.15178, -21.27307, 18.86988], [4.62169, -24.66241, 14.14197], [4.46031, -23.73289, 21.79814], [2.42494, -26.40408, 14.13906], [5.29897, -25.74133, 12.92105], [5.22110, -26.04411, 14.65206], [5.99760, -22.73799, 19.14952], [-1.91019, -11.01943, 9.63479], [3.25999, -24.95945, 11.72562], [3.68915, -10.73106, 17.90580], [4.15080, -11.33966, 16.23915], [-1.41288, -18.93884, 13.61077], [-1.54757, -13.17511, 11.70886], [7.13128, -12.15583, 18.42619], [0.08030, -13.04858, 9.15751], [3.46955, -23.34337, 19.03746], [-1.87110, -11.48029, 11.94703], [2.92294, -12.15132, 17.18522], [1.54618, -25.27351, 12.36076], [-0.87045, -16.77423, 15.95823], [-0.70142, -11.99902, 7.97954], [5.74945, -21.69792, 20.42650]],
  "atomic_forces_ev_per_a": [[-1.47, -0.53, 1.40], [-0.28, -0.47, -0.89], [3.82, -0.75, -0.17], [2.06, -0.80, 2.88], [-1.03, 2.72, 0.37], [1.33, 0.98, -0.86], [1.07, 2.47, 0.31], [-2.20, -0.18, 0.93], [-0.12, 3.43, 0.51], [1.36, -2.45, 1.58], [-0.37, -0.41, -1.24], [-1.55, 0.13, -1.86], [0.24, 0.88, -0.70], [-2.10, 0.17, 0.69], [3.54, 2.55, 1.75], [-0.36, 0.23, 1.48], [0.79, 0.08, -3.06], [-5.08, 1.92, -1.15], [0.15, 0.12, 0.42], [-0.74, 0.72, 0.37], [0.90, 0.29, 4.24], [-0.19, -0.02, -0.72], [-4.85, -4.41, 0.28], [0.22, -1.06, 0.06], [1.19, -0.12, -0.36], [2.04, -1.31, -2.09], [1.18, -0.05, 0.54], [-1.12, -3.25, -2.49], [0.36, -0.67, 1.99], [1.08, -0.46, -0.81], [-0.85, -1.67, 1.19], [1.15, 0.02, 0.34], [-0.20, 0.07, -0.66], [-0.05, 0.14, 0.00], [0.27, 0.93, -0.04], [0.15, 0.28, -0.01], [0.06, 0.74, -0.10], [0.56, 0.09, -0.03], [0.73, 0.80, -0.70], [0.05, -0.09, 0.16], [-0.57, -0.09, -0.04], [-0.65, 0.47, -0.68], [0.08, 0.19, -0.12], [0.75, 0.65, 0.96], [-0.16, -0.06, -0.07], [-0.52, -1.31, -0.10], [-0.56, -0.72, -0.19], [-0.15, -0.15, -0.35], [-0.54, 0.39, -0.25], [-0.31, 0.44, -0.51], [0.33, 0.17, 0.28], [-0.02, -0.54, 0.04], [-0.38, -0.20, -0.17], [0.11, -0.11, -1.17], [0.31, 0.27, -0.15], [0.75, -0.08, -0.62], [0.27, 0.14, -0.14], [0.09, -0.13, 0.17], [0.31, 0.31, -0.07], [-0.04, -0.12, -0.16], [-0.26, -0.70, -0.73], [-0.56, 0.08, 0.52]]
}

---

3.
{
  "formula": "C6H14NO",
  "method": "the ωB97M-V functional and the def2-TZVPD basis",
  "e_tot_ha": -366.8400,
  "multiplicity": 2,
  "homo_lumo_gap_ha": [0.1482, 0.3789],
  "fmax_ha_per_bohr": 0.043,
  "e_lumo_ev": [0.63, 0.51],
  "relative_energy_kj_mol": 236.06,
  "charge": 0,
  "elements": ["O", "N", "C", "C", "C", "C", "C", "C", "H", "H", "H", "H", "H", "H", "H", "H", "H", "H", "H", "H", "H", "H"],
  "xyz": [[0.92283, -1.65324, -2.04814], [0.23182, -2.35454, 0.66560], [-1.29910, 1.65508, 0.39520], [-0.04353, 1.49444, 0.82162], [0.20786, -0.90162, 0.13842], [1.27464, -0.80948, -0.94110], [0.41668, 0.12064, 1.27139], [-1.79184, 3.01330, -0.05212], [0.40183, -1.18421, -2.68172], [-0.53909, -2.62286, 1.39886], [-0.82156, -0.92965, -0.21714], [-2.07887, 0.90949, 0.46059], [1.49564, 0.18107, 1.48826], [2.21188, -1.20938, -0.57320], [0.06146, -0.21747, 2.24469], [1.25552, 0.20026, -1.34119], [-0.97574, 3.68678, -0.30061], [-2.41541, 2.93369, -0.95338], [0.71268, 2.23118, 0.60790], [0.32349, -2.91854, -0.20399], [-2.51810, 3.38741, 0.67414], [1.08533, -2.57206, 1.21406]],
  "atomic_forces_ev_per_a": [[0.72, -0.91, 0.73], [1.10, 0.66, 0.09], [0.39, 1.83, 0.24], [-1.01, -1.63, -0.62], [-0.22, -1.36, 1.73], [-1.72, -0.34, -1.14], [1.29, 0.14, -0.13], [-0.72, -0.80, -0.71], [-0.50, 0.54, -0.45], [-0.23, 0.02, -0.80], [0.17, 0.88, -0.50], [0.18, -0.39, 0.21], [-0.06, -0.11, -0.29], [0.30, 0.57, 0.09], [-0.73, 0.04, -0.24], [0.74, 0.41, 0.47], [-0.07, 0.23, 0.42], [0.24, -0.16, -0.06], [0.00, 0.41, 0.34], [-0.67, -0.57, 0.39], [0.46, 0.38, 0.21], [0.33, 0.15, 0.03]]
}